Entry 1:
The following is a DFT calculation (ωB97M-V/def2-TZVPD) of 3 unconnected molecules or ions with the total composition C16H31N4O4.

Output
- LUMO: -3.24 eV
- Energy above the lowest of the compared OMol25 structures with the same formula, charge and spin: 52.8 kcal per mole
- M: 343.45 g mol⁻¹
- E_HOMO: -11.9315 eV
- Total charge: +1
- Frontier orbital gap: 8.7 eV

```
55
Properties=species:S:1:pos:R:3:forces:R:3:nbo_charge:R:1
C 2.9990 -2.6172 2.3208 -0.8 0.2 -1.3 -0.638
C 3.1401 -2.5761 0.7154 0.1 -2.0 0.9 -0.084
O 4.2620 -1.7227 0.3741 -1.1 2.0 0.5 -0.550
C 3.8565 -0.3673 0.1999 -1.2 -0.6 -2.2 0.811
O 3.1196 -0.1107 -0.7671 2.1 0.0 3.2 -0.562
C 4.4299 0.6913 1.2319 -0.2 -0.3 -0.1 -0.524
C 3.3235 1.3941 2.1486 0.1 0.3 0.3 -0.390
C 2.0651 1.9819 1.3428 -0.2 -0.1 0.7 -0.480
C 0.8078 1.0256 1.3053 -3.1 -1.9 -0.5 0.471
N 0.6106 -0.2915 0.7844 -3.0 3.4 2.2 -0.444
C -0.7882 -0.5938 1.0271 3.6 2.5 0.4 0.569
N -1.2711 -1.7839 0.6077 -0.9 0.1 0.2 -0.849
N -1.4185 0.5076 1.6839 2.0 -3.6 -2.0 -0.358
N -0.4525 1.4394 1.8415 2.5 0.7 -0.2 -0.347
H 3.8068 -3.2684 2.7800 -1.0 1.1 -0.5 0.233
H 1.9653 -3.0537 2.5457 1.5 0.6 -0.1 0.209
H 3.0349 -1.5348 2.6784 0.0 -1.5 -0.1 0.192
H 3.4371 -3.6358 0.3865 -0.4 1.6 0.3 0.200
H 2.1721 -2.3286 0.1804 1.3 0.2 0.7 0.206
H 4.9344 1.5144 0.6235 -0.5 -1.2 0.8 0.249
H 5.1647 0.1629 1.9154 -0.7 0.8 -1.0 0.256
H 3.0016 0.7449 3.0404 0.4 0.8 -1.5 0.223
H 3.8405 2.3031 2.6269 -0.7 -1.4 -0.8 0.239
H 1.7326 2.9214 1.9148 0.3 -1.3 -1.2 0.254
H 2.4218 2.2554 0.2870 -0.9 -0.5 1.5 0.289
H -1.2283 -1.9664 -0.4043 0.0 -0.2 1.0 0.449
H -1.6582 -2.4886 1.2516 0.1 0.8 -0.9 0.440
H -2.4101 0.5288 1.9410 0.7 0.6 0.1 0.465
H -0.6485 2.3395 2.3062 0.1 -0.7 -0.5 0.460
C -4.4397 -5.1703 -2.6063 -0.4 0.1 -0.1 -0.432
C -3.0602 -5.0060 -3.2071 0.4 -0.3 -0.1 -0.431
C -2.5870 -3.7177 -2.5629 0.0 0.3 -0.1 -0.073
O -3.2107 -3.6454 -1.2713 0.1 0.0 -0.1 -0.566
C -4.2349 -4.6496 -1.1973 0.0 -0.2 0.4 -0.068
H -4.8100 -6.1959 -2.6306 0.0 0.1 0.0 0.230
H -5.1545 -4.5354 -3.1393 0.0 -0.1 0.1 0.207
H -2.4190 -5.8368 -2.8961 0.0 0.1 -0.1 0.207
H -3.0574 -4.9627 -4.2969 0.0 0.0 0.1 0.229
H -2.9076 -2.8435 -3.1395 0.1 0.0 -0.1 0.169
H -1.5002 -3.6806 -2.4490 0.0 0.0 0.1 0.176
H -3.8800 -5.4416 -0.5293 -0.1 0.0 0.0 0.168
H -5.1433 -4.2174 -0.7729 0.1 0.1 0.0 0.188
C -1.3929 5.1591 -1.3373 -0.5 0.1 0.0 -0.432
C -0.2420 6.1239 -1.1433 0.4 0.0 -0.2 -0.432
C 0.1315 5.8831 0.3065 0.0 0.3 0.3 -0.068
O -0.1781 4.5093 0.5908 -0.1 -0.2 0.0 -0.574
C -0.9616 3.9792 -0.4887 0.2 -0.2 -0.1 -0.069
H -1.5705 4.8908 -2.3795 0.0 0.0 0.1 0.230
H -2.3131 5.5933 -0.9339 0.0 -0.1 -0.1 0.209
H 0.5910 5.8431 -1.7955 0.0 0.1 0.0 0.208
H -0.5004 7.1633 -1.3487 0.0 -0.1 0.1 0.234
H -0.4641 6.5075 0.9798 0.1 0.0 0.0 0.175
H 1.1893 6.0696 0.5039 -0.1 -0.1 0.1 0.190
H -0.3255 3.2920 -1.0580 -0.1 0.0 -0.1 0.168
H -1.8092 3.4180 -0.0870 0.0 0.0 0.1 0.168
```
Forces are in eV/Å.

Entry 2:
The following is a DFT calculation (ωB97M-V/def2-TZVPD) of 2 unconnected molecules or ions with the total composition C16H31N4O6S.

Output
- LUMO: -3.59 eV
- M: 407.51 g mol⁻¹
- E_HOMO: -10.6228 eV
- Total charge: +1
- Frontier orbital gap: 7.0 eV

```
58
Properties=species:S:1:pos:R:3:forces:R:3:nbo_charge:R:1
C 7.2847 -0.4434 1.4485 -1.9 0.0 0.5 -0.245
C 5.9100 -0.1825 1.8140 1.4 0.8 -1.4 -0.371
C 5.1076 0.7326 0.7871 2.3 1.0 -1.8 0.744
O 5.4748 0.7155 -0.4204 -1.4 -0.2 4.2 -0.560
O 4.0235 1.5744 1.1618 0.5 -2.1 -0.4 -0.540
C 2.8054 0.9624 0.6496 -1.3 -0.4 -0.7 -0.076
C 1.5292 1.9154 0.7587 0.0 0.3 0.0 -0.430
C 0.5373 1.6942 -0.4793 0.2 0.1 -0.1 -0.419
C -0.7487 2.6556 -0.4782 0.3 0.2 0.6 -0.411
C -1.2988 2.9929 0.9857 -0.7 0.2 -0.4 -0.410
C -2.0487 1.7470 1.6706 0.0 0.9 0.3 -0.436
C -3.4508 1.5392 0.9308 -2.0 1.1 1.5 -0.065
C -4.6610 1.6237 2.0002 0.6 -1.2 1.5 -0.231
N -5.7107 0.6750 1.4823 1.2 -2.1 -1.6 -0.569
C -5.0835 -0.3520 0.6293 2.4 6.0 2.7 0.689
N -5.6288 -1.5368 0.2920 -0.2 -0.3 -1.0 -0.884
N -3.8079 0.2221 0.3414 -1.8 -2.4 0.3 -0.182
N -2.8135 -0.5843 -0.1783 0.3 -0.7 0.1 -0.453
C -2.3168 -1.6219 0.7712 1.7 -1.8 0.1 -0.245
C -2.0201 -3.0041 -0.0295 0.7 0.6 0.3 -0.626
H 7.6380 -1.5080 1.2192 -0.1 1.4 1.9 0.212
H 8.0518 0.3910 1.3762 -1.4 -0.9 -1.4 0.219
H 5.4569 -0.6221 2.7576 0.0 -0.2 -2.0 0.246
H 2.6260 0.0142 1.2634 0.1 1.1 -0.9 0.172
H 2.9283 0.6748 -0.4592 0.0 0.5 1.7 0.195
H 0.9789 1.7005 1.7344 0.8 0.3 -1.2 0.196
H 1.8550 3.0205 0.7742 -0.3 -1.7 0.0 0.229
H 1.1322 1.9532 -1.4308 -0.9 -0.7 1.3 0.230
H 0.2267 0.5871 -0.5345 0.6 1.7 0.1 0.210
H -1.6263 2.1818 -1.0582 1.4 0.7 0.6 0.188
H -0.4595 3.6376 -1.0031 -0.6 -1.5 0.8 0.233
H -2.1029 3.8095 0.8533 1.2 -1.1 0.3 0.208
H -0.5218 3.4524 1.6885 -1.0 -0.9 -1.1 0.238
H -1.4103 0.8125 1.7677 -0.8 1.1 -0.4 0.236
H -2.2953 2.0768 2.7462 0.3 -0.6 -1.5 0.234
H -3.6043 2.3677 0.1583 0.3 -1.3 0.8 0.235
H -4.9905 2.6480 2.3606 0.1 -1.2 -1.3 0.255
H -4.3681 1.1064 2.9924 0.3 0.9 -1.4 0.197
H -6.3530 0.2895 2.1838 0.2 0.3 -0.6 0.413
H -5.7312 -2.3461 0.9142 0.1 1.0 -0.2 0.445
H -6.0465 -1.6368 -0.6480 0.7 0.1 0.8 0.448
H -2.0346 -0.0342 -0.5784 -0.8 -0.3 0.3 0.404
H -1.3014 -1.3250 1.2314 -1.5 -0.2 -0.6 0.198
H -3.0048 -1.8421 1.6479 0.5 0.7 -1.3 0.201
H -1.5714 -2.7200 -1.0475 -0.9 -0.5 1.4 0.237
H -2.9327 -3.6748 -0.1116 1.1 1.0 -0.1 0.215
H -1.1890 -3.5838 0.5130 -1.4 0.8 -0.7 0.223
C 3.5696 -1.6924 -3.0559 0.4 -0.3 0.6 -0.101
C 3.0038 -3.0844 -3.2896 0.5 0.0 -0.6 -0.105
O 1.6189 -2.9821 -2.9489 -0.3 0.9 0.3 -0.679
S 1.0956 -1.4901 -3.3069 0.6 -0.3 -0.6 2.525
O 0.4543 -1.5313 -4.5853 0.2 0.3 1.1 -0.873
O 0.4675 -0.9398 -2.1417 0.0 -0.5 -0.7 -0.928
O 2.5463 -0.7929 -3.4893 -0.9 -0.4 -0.1 -0.673
H 3.7532 -1.5133 -1.9928 0.1 0.0 -0.1 0.196
H 4.4892 -1.5211 -3.6154 -0.2 0.2 -0.1 0.226
H 3.4957 -3.8410 -2.6790 -0.3 0.1 0.1 0.219
H 3.0725 -3.3674 -4.3438 0.1 0.0 0.1 0.199
```
Forces are in eV/Å.

Entry 3:
The following is a DFT calculation (ωB97M-V/def2-TZVPD) of a molecular structure, C16H31NO3P2Tc.

Output
- LUMO (spin up / spin down): -0.07 / -0.85 eV
- 2S+1: 4
- Energy above the lowest of the compared OMol25 structures with the same formula, charge and spin: 71.2 kcal per mole
- M: 445.38 g mol⁻¹
- E_HOMO (spin up / spin down): -6.5020 / -7.3445 eV
- Expectation value of S²: 3.807
- Total charge: 0
- Frontier orbital gap (spin up / spin down): 6.4 / 6.5 eV

```
54
Properties=species:S:1:pos:R:3:forces:R:3:mulliken_spin:R:1
Tc 0.5181 0.2003 0.0500 0.1 -2.8 -3.2 1.895
P 0.0401 1.9089 1.4444 -1.4 1.0 0.7 -0.014
P 0.5503 -2.1525 -1.0473 -0.4 0.8 0.5 0.111
N -1.1570 0.2139 -0.6790 0.2 0.2 -0.3 0.624
H 1.5628 0.4549 1.1937 2.9 0.3 1.7 0.006
C 0.4725 3.4051 0.5003 0.1 0.3 0.2 0.035
H 0.4442 4.2670 1.1700 0.0 0.1 -0.1 0.005
H -0.2438 3.5470 -0.3175 0.2 -0.1 0.2 -0.001
H 1.4782 3.2974 0.0819 -0.3 0.2 0.1 -0.027
C 0.8471 2.0693 3.0603 0.2 0.1 -0.1 0.001
H 0.7876 3.1151 3.3762 0.0 -0.1 0.1 -0.002
H 1.8927 1.7576 2.9541 -0.2 0.1 0.2 -0.002
H 0.3434 1.4197 3.7867 0.2 0.1 -0.2 0.002
C -1.7226 2.1695 1.8392 -0.1 0.2 0.2 0.012
H -1.7992 2.9893 2.5620 -0.1 -0.1 -0.1 -0.002
H -2.1623 1.2658 2.2788 0.2 0.1 -0.2 -0.002
H -2.2866 2.4396 0.9394 0.2 -0.2 0.1 0.001
C 1.2139 -1.8980 -2.7306 0.1 -0.3 0.0 0.011
H 1.2345 -2.8486 -3.2808 0.0 0.2 0.0 0.001
H 2.2264 -1.4773 -2.6605 -0.4 -0.1 0.0 -0.003
H 0.5664 -1.1736 -3.2389 0.2 -0.2 0.0 -0.002
C 1.5749 -3.4856 -0.3524 -0.1 -0.2 -0.2 -0.003
H 1.6462 -4.2784 -1.1106 0.1 0.0 0.3 0.001
H 1.1168 -3.8673 0.5707 0.2 0.1 -0.3 0.002
H 2.5716 -3.0915 -0.1220 -0.3 -0.2 -0.1 0.001
C -1.0883 -2.9338 -1.3356 0.3 -0.1 0.0 0.002
H -0.9039 -3.8966 -1.8383 -0.3 0.2 0.1 -0.001
H -1.7105 -2.2841 -1.9683 0.3 -0.2 0.2 -0.004
H -1.6052 -3.0950 -0.3781 0.2 0.1 -0.3 0.002
C -2.4485 0.2785 -1.0155 0.3 0.4 0.7 -0.083
C -4.1557 1.2021 -2.4169 -0.9 0.2 -0.5 -0.098
C -2.8290 1.1285 -2.0790 -0.2 -0.5 0.1 0.184
C -3.4191 -0.4204 -0.2563 -0.4 0.3 -0.7 0.184
C -4.7461 -0.3198 -0.6360 -0.2 0.2 -0.3 -0.091
C -5.1340 0.4876 -1.7179 -0.3 -0.2 0.2 0.176
H -4.4734 1.8153 -3.2594 0.1 0.0 0.2 -0.003
H -2.0679 1.6725 -2.6223 0.0 0.0 0.0 0.002
H -3.1098 -1.0224 0.5806 0.2 -0.1 0.1 -0.001
H -5.5014 -0.8855 -0.1042 0.0 0.0 0.1 -0.004
H -6.2036 0.5536 -1.9989 0.9 0.0 0.2 0.012
C 3.1122 0.4296 -0.0216 -3.9 -1.2 -4.2 0.001
O 2.2071 0.3850 -1.0946 1.3 0.0 2.5 0.024
C 3.8972 1.6630 -0.1824 -0.8 1.8 0.5 0.004
H 4.6272 1.7962 0.6072 0.3 0.1 -0.1 0.001
H 3.1584 2.5088 -0.1056 1.1 -0.6 -0.4 -0.003
H 4.3531 1.6258 -1.2128 -0.4 0.1 1.1 0.000
C 3.8312 -0.8110 0.3362 0.2 -0.9 1.0 -0.024
H 4.0534 -1.4788 -0.5343 -0.2 0.9 0.5 0.005
H 3.3148 -1.4260 1.0950 0.0 0.4 -0.3 0.002
H 4.7442 -0.4346 0.8009 0.3 -0.6 -0.1 0.002
O 1.3746 -1.3731 2.6280 -3.6 -0.9 0.3 0.030
C 0.1111 -1.6972 2.7785 1.6 0.9 -1.1 -0.026
O -0.8892 -1.4147 2.0492 1.6 0.4 0.0 0.045
H -0.2148 -2.3010 3.6343 0.6 -0.2 0.5 0.009
```
Forces are in eV/Å.

Maximum force / hartree/bohr: 0.0975, 0.1349, 0.1140